9
Properties=species:S:1:pos:R:3:forces:R:3 method="wB97M-V/def2-TZVPD" energy_ha=-3072.041540 multiplicity=3 molar_mass_g_mol=190.9 homo_lumo_gap_ev="8.33 / 6.85" largest_force_ev_per_a=10.3
C -0.2740 -0.1233 -0.3776 2.9029 2.5497 -1.8976
N 0.1004 1.2747 0.2284 -4.5141 -9.2862 -0.5907
N 0.0667 -1.1112 0.6715 -0.4487 0.4749 0.0097
O 0.8722 1.9241 -0.4285 4.9022 4.7510 -3.6267
O -0.4233 1.5801 1.2641 -1.6579 2.7177 4.3358
F 1.4550 -0.9428 0.7664 -0.4684 -0.7459 -0.3105
F -0.1595 -2.3597 0.0875 0.7000 0.6256 0.0301
Br -2.1147 -0.1330 -0.9102 0.3990 -0.1982 0.3237
H 0.4772 -0.1089 -1.3015 -1.8151 -0.8886 1.7263